Entry 1:
14 unconnected molecules or ions with the total composition C54H102N8O36P2. Source: the Open Molecules 2025 dataset; level of theory: ωB97M-V/def2-TZVPD.

The calculation puts the frontier orbital gap at 7.81 eV. The value obtained for the calculated total energy is -5948.29248 Ha. The LUMO energy comes out at -0.7 eV.

Structure (ORCA input):
```
! wB97M-V def2-TZVPD RIJCOSX def2/J DEFGRID3
* xyz 0 1
C -1.6842 16.1318 -10.3673
N -1.0432 14.7973 -10.3699
O -0.7077 14.3140 -11.4217
O -0.9005 14.2447 -9.2912
H -2.4859 16.0500 -9.6346
H -2.1347 16.2909 -11.3418
H -0.9880 16.9075 -10.0667
C -2.9742 18.0042 -3.6584
N -2.2682 19.2539 -3.2366
O -2.8337 20.3219 -3.3874
O -1.1526 19.1130 -2.7771
H -3.4208 18.1117 -4.6400
H -3.7683 17.9749 -2.9073
H -2.2707 17.2026 -3.4639
C -3.1003 8.9592 -4.6444
C -3.8415 9.2973 -5.9240
C -3.3016 8.4791 -7.0856
O -4.5039 8.1954 -7.8406
C -5.5380 8.2278 -6.9873
O -6.6545 7.9066 -7.2627
O -5.1729 8.7698 -5.8195
H -2.0818 9.3570 -4.7023
H -3.0317 7.8809 -4.5120
H -3.4951 9.4056 -3.7315
H -3.8022 10.3530 -6.1963
H -2.8513 7.5142 -6.8523
H -2.6356 9.0697 -7.7096
C -3.0011 11.0740 -9.7041
C -2.6674 11.4638 -11.1304
C -1.2901 10.9524 -11.5676
O -1.5237 10.5388 -12.9061
C -2.8545 10.3629 -13.0999
O -3.3131 9.8165 -14.0450
O -3.5241 10.7210 -11.9928
H -3.0485 9.9870 -9.6673
H -3.9514 11.4905 -9.3782
H -2.2349 11.4516 -9.0245
H -2.8071 12.5272 -11.3379
H -0.9237 10.1365 -10.9468
H -0.6628 11.8406 -11.4722
C -5.8141 20.1577 -9.8451
C -6.1194 18.8191 -9.2010
C -5.3446 17.5742 -9.7738
O -4.6111 17.0607 -8.6644
C -4.8456 17.8030 -7.5693
O -4.4624 17.5285 -6.4722
O -5.5702 18.8792 -7.8779
H -4.7529 20.1693 -10.1134
H -5.8848 20.9671 -9.1184
H -6.4140 20.4102 -10.7156
H -7.1842 18.5964 -9.1289
H -4.7094 17.9084 -10.5950
H -5.9856 16.7570 -10.0956
C -1.2728 16.0810 -5.9835
C -2.0552 14.8030 -5.6694
C -3.1435 14.4605 -6.6851
O -2.8662 13.0859 -6.9557
C -1.7186 12.6880 -6.3998
O -1.2766 11.5853 -6.5262
O -1.1497 13.7031 -5.7416
H -0.5358 16.2745 -5.2062
H -1.9956 16.8895 -6.0923
H -0.7956 15.9883 -6.9617
H -2.4540 14.9607 -4.6648
H -3.0346 15.0310 -7.6052
H -4.1123 14.6020 -6.2125
C 1.8707 11.9975 -8.0412
C 2.3619 13.3857 -8.3245
C 1.7076 14.4344 -7.3894
O 2.8095 15.1537 -6.8658
C 3.9589 14.6689 -7.3650
O 5.0299 15.1612 -7.1629
O 3.7520 13.5470 -8.0355
H 2.4362 11.3227 -8.6868
H 0.7970 11.8314 -8.1212
H 2.0700 11.7516 -6.9937
H 2.1000 13.6537 -9.3511
H 1.1300 13.9643 -6.5920
H 1.0187 15.0653 -7.9514
C 1.6666 18.0765 -8.3972
C 1.9113 18.6772 -9.7795
C 3.3768 18.6372 -10.2286
O 3.3155 18.1252 -11.5624
C 2.0744 17.6422 -11.8144
O 1.7352 17.0674 -12.7914
O 1.2740 17.8620 -10.7583
H 2.2269 17.1591 -8.2225
H 0.6010 17.9519 -8.2145
H 2.0476 18.7833 -7.6587
H 1.5321 19.7002 -9.7802
H 4.0072 17.9539 -9.6583
H 3.8103 19.6353 -10.2123
C -1.6532 12.1614 -2.4384
C -0.4691 13.1264 -2.4251
C 0.5735 12.8743 -1.3246
O 1.7740 12.7036 -2.0448
C 1.5786 12.9125 -3.3731
O 2.4545 13.0051 -4.1820
O 0.2723 13.0052 -3.6331
H -2.0862 12.2934 -1.4490
H -1.4055 11.1431 -2.7376
H -2.3938 12.4640 -3.1858
H -0.8103 14.1496 -2.2550
H 0.3524 12.0051 -0.6998
H 0.6252 13.7456 -0.6691
C 4.9439 15.9592 -2.2116
C 3.7821 16.8165 -2.6733
C 3.1668 16.3527 -3.9986
O 1.8188 15.9846 -3.6585
C 1.5710 16.3034 -2.3949
O 0.5367 16.1289 -1.8236
O 2.6880 16.7257 -1.7713
H 5.2257 16.1637 -1.1779
H 5.8547 16.0647 -2.8022
H 4.6708 14.9022 -2.2685
H 4.0475 17.8753 -2.7068
H 3.5782 15.4096 -4.3611
H 3.2696 17.0605 -4.8142
C -1.9497 19.6910 -6.8670
C -0.5350 20.1881 -6.5506
C -0.2995 21.3993 -5.6514
O 0.7095 20.9776 -4.7392
C 1.0341 19.6913 -4.9789
O 1.8937 19.0829 -4.4426
O 0.2772 19.1755 -5.9794
H -2.2611 18.9629 -6.1246
H -1.7303 19.0844 -7.7534
H -2.6189 20.5044 -7.1264
H -0.0643 20.4520 -7.5054
H -1.1509 21.7778 -5.0820
H 0.0107 22.2464 -6.2656
C 3.0241 8.9904 -6.3494
C 2.5635 9.7288 -5.0916
C 1.0883 9.4284 -4.7899
O 1.0748 9.3951 -3.3728
C 2.3252 9.1672 -2.9084
O 2.6326 9.0525 -1.7690
O 3.1544 9.0659 -3.9563
H 2.6271 9.5121 -7.2204
H 2.7198 7.9469 -6.2902
H 4.0990 8.9799 -6.5371
H 2.9089 10.7617 -5.0684
H 0.7920 8.4823 -5.2455
H 0.4418 10.2202 -5.1715
O -2.8192 15.2931 -0.4973
P -4.2500 15.3196 -0.1134
N -4.6912 16.6465 0.7724
C -4.3766 16.7709 2.1942
C -4.9309 17.9346 0.0926
N -4.6978 13.9667 0.8185
C -4.0829 12.6816 0.5902
C -5.9610 13.8772 1.5749
N -5.3516 15.3365 -1.4046
C -4.9318 14.7715 -2.6681
C -6.7835 15.2913 -1.1576
H -3.2953 16.8614 2.3312
H -4.6779 15.8677 2.7231
H -4.8508 17.6256 2.6714
H -5.3078 17.7641 -0.9133
H -4.0039 18.5063 0.0212
H -5.6881 18.4541 0.6764
H -4.0648 12.0467 1.4824
H -4.6244 12.1306 -0.1892
H -3.0211 12.7305 0.3522
H -6.7454 13.5293 0.8962
H -5.8127 13.1826 2.3964
H -6.2772 14.8739 1.8751
H -4.0131 15.2865 -2.9723
H -4.6318 13.7173 -2.5988
H -5.6640 14.9243 -3.4603
H -7.3164 15.8597 -1.9281
H -7.0396 15.6956 -0.1835
H -7.1902 14.2822 -1.2997
O -9.6595 12.4213 -10.5542
P -8.5806 11.9465 -9.6755
N -9.1532 11.4692 -8.1575
C -10.0485 12.4007 -7.4612
C -8.4096 10.5686 -7.2827
N -7.3579 13.1011 -9.4158
C -7.8496 14.4775 -9.3688
C -6.2641 12.8139 -8.4982
N -7.7295 10.6064 -10.2434
C -8.3530 9.2720 -10.2002
C -6.6582 10.7173 -11.2184
H -10.8846 11.8126 -7.0824
H -10.3967 13.1996 -8.1120
H -9.5525 12.8918 -6.6172
H -8.5046 9.5305 -7.5918
H -8.8434 10.5704 -6.2801
H -7.3457 10.7666 -7.1439
H -7.0075 15.1428 -9.1704
H -8.3940 14.7620 -10.2645
H -8.5168 14.5874 -8.5027
H -5.5024 13.5920 -8.5960
H -6.6610 12.8667 -7.4760
H -5.8226 11.8470 -8.7198
H -9.4369 9.3947 -10.0999
H -8.1780 8.8046 -11.1654
H -8.0584 8.7227 -9.3080
H -6.0332 11.5940 -11.0559
H -7.0709 10.7829 -12.2335
H -6.0202 9.8331 -11.2229
*
```

Here are the Mulliken charges for atoms 1 to 99, given in e:
1. C -0.334
2. N 0.702
3. O -0.567
4. O 0.031
5. H -0.153
6. H 0.483
7. H -0.085
8. C 1.093
9. N 1.129
10. O -0.664
11. O -0.567
12. H -0.229
13. H -0.124
14. H -0.436
15. C -1.290
16. C 1.915
17. C -0.110
18. O -0.346
19. C 0.458
20. O -0.563
21. O -0.495
22. H 0.015
23. H 0.417
24. H 0.364
25. H -0.571
26. H 0.415
27. H -0.178
28. C 0.287
29. C 0.325
30. C -0.207
31. O -0.397
32. C 0.458
33. O -0.547
34. O -0.296
35. H 0.476
36. H -0.867
37. H -0.154
38. H 0.358
39. H 0.245
40. H 0.216
41. C -1.427
42. C 0.491
43. C -0.803
44. O 0.316
45. C 0.204
46. O -0.453
47. O -0.437
48. H 0.347
49. H 0.341
50. H 0.372
51. H 0.336
52. H 0.296
53. H 0.381
54. C 0.635
55. C 1.780
56. C 0.525
57. O 0.110
58. C -0.330
59. O -0.193
60. O 0.469
61. H 0.133
62. H -0.253
63. H -0.811
64. H -0.927
65. H -1.075
66. H 0.544
67. C -0.996
68. C 0.844
69. C 1.397
70. O -0.114
71. C 0.343
72. O -0.615
73. O -0.429
74. H 0.706
75. H -0.125
76. H -0.234
77. H 0.175
78. H -0.699
79. H -0.673
80. C -0.162
81. C 0.231
82. C -0.364
83. O -0.380
84. C 0.535
85. O -0.523
86. O -0.216
87. H 0.220
88. H -0.525
89. H 0.225
90. H 0.338
91. H 0.273
92. H 0.325
93. C -0.623
94. C 0.656
95. C -0.567
96. O -0.381
97. C -0.176
98. O -0.697
99. O 1.212


Entry 2:
13 unconnected molecules or ions with the total composition C54H106N4O20S2. Source: the Open Molecules 2025 dataset; level of theory: ωB97M-V/def2-TZVPD.

Its energy relative to the best compared isomer or geometry (same formula, charge and spin) is 25.8 kJ/mol. The calculation puts the frontier orbital gap at 9.17 eV. The value obtained for the calculated total energy is -4640.89355 Ha. The LUMO energy comes out at 0.4 eV.

Structure (ORCA input):
```
! wB97M-V def2-TZVPD RIJCOSX def2/J DEFGRID3
* xyz 0 1
C -3.9101 3.6284 -1.7307
O -2.8906 4.0709 -0.8283
C -2.3403 5.3483 -1.1976
C -1.5078 5.7868 0.0049
O -0.4996 4.8226 0.2960
C 0.7062 5.2584 0.9282
H -4.8388 4.2028 -1.6085
H -4.0676 2.5675 -1.5221
H -3.5384 3.7907 -2.7874
H -3.1222 6.0248 -1.4535
H -1.6898 5.1151 -2.1355
H -2.1244 5.8491 0.9074
H -1.0290 6.7879 -0.2705
H 1.3316 4.4484 1.2765
H 0.4577 5.8061 1.8678
H 1.2991 5.8894 0.2683
C -5.4176 1.7660 1.1807
O -5.3573 0.6702 2.0187
C -6.5010 0.5224 2.9343
C -6.3616 -0.8169 3.7116
O -5.5033 -0.6227 4.7850
C -5.6120 -1.6647 5.6326
H -6.4315 1.9768 0.6547
H -4.5163 1.7298 0.4770
H -5.2734 2.7193 1.7392
H -7.4233 0.6256 2.3036
H -6.5923 1.3666 3.5357
H -5.9684 -1.5525 3.0532
H -7.3926 -1.0501 3.9972
H -5.2097 -2.5940 5.2528
H -6.6573 -1.8560 5.9221
H -5.0887 -1.3458 6.4980
C 5.7963 1.6175 -3.6007
O 5.6687 1.0032 -2.3177
C 5.4741 -0.4048 -2.3687
C 6.8484 -1.0781 -2.3857
O 7.3761 -1.0768 -1.0673
C 8.7643 -1.4393 -1.0429
H 6.4268 1.0129 -4.2024
H 6.1543 2.6321 -3.4572
H 4.8412 1.6803 -4.1408
H 4.9564 -0.7140 -3.2974
H 4.9361 -0.5869 -1.4475
H 7.4667 -0.5788 -3.1222
H 6.7017 -2.0888 -2.7110
H 8.9045 -2.3490 -1.5997
H 9.0298 -1.5700 0.0047
H 9.4422 -0.6912 -1.4339
C 4.1547 -2.7540 1.0168
O 3.3215 -1.6412 0.7934
C 1.9775 -1.8713 0.6649
C 1.4391 -2.5304 1.9185
O 2.0314 -2.0279 3.0998
C 1.9313 -0.6611 3.2641
H 4.0646 -3.0745 2.0402
H 5.2200 -2.4756 0.8289
H 3.9619 -3.5446 0.2897
H 1.6668 -2.5269 -0.2127
H 1.5983 -0.8606 0.5061
H 1.5854 -3.6061 1.8307
H 0.3464 -2.4978 1.9264
H 1.9737 -0.5062 4.3355
H 0.9101 -0.2736 2.9864
H 2.7280 -0.1221 2.7537
C 2.4778 -5.3578 -3.9342
O 1.3871 -4.7228 -3.3153
C 0.6836 -5.5883 -2.4706
C -0.1051 -4.7767 -1.5359
O -1.0397 -3.9404 -2.0627
C -1.7714 -3.2019 -1.0656
H 2.1528 -5.8735 -4.8318
H 2.9778 -6.0968 -3.2927
H 3.1641 -4.5734 -4.3059
H 1.4140 -6.0308 -1.7886
H 0.1179 -6.3155 -3.0700
H 0.7092 -4.1826 -0.8823
H -0.5571 -5.4799 -0.7605
H -1.1894 -2.4812 -0.4326
H -2.2625 -3.9488 -0.4199
H -2.5352 -2.5909 -1.6523
C 2.1021 1.9486 -6.2370
O 3.2349 1.1388 -6.3607
C 2.8440 -0.1977 -6.4769
C 2.0535 -0.6977 -5.2981
O 2.7859 -0.9816 -4.1253
C 1.9267 -1.1715 -3.0128
H 1.8223 2.0650 -5.1990
H 1.2077 1.6569 -6.7887
H 2.3413 2.9941 -6.5597
H 3.8052 -0.7684 -6.4613
H 2.3609 -0.3856 -7.4818
H 1.4172 -1.5727 -5.5775
H 1.2726 0.0769 -5.0946
H 1.4399 -0.2335 -2.8349
H 2.4800 -1.4425 -2.1477
H 1.1121 -1.8798 -3.2133
C 5.8496 2.7764 0.4349
O 6.1246 2.0956 1.6558
C 5.6033 0.7720 1.5686
C 5.9604 0.0595 2.8292
O 5.4316 0.7056 4.0096
C 6.4443 1.2426 4.8882
H 6.4396 2.3702 -0.3836
H 5.9668 3.8520 0.5058
H 4.8092 2.5274 0.0971
H 6.0609 0.2438 0.7120
H 4.5878 0.8525 1.3262
H 7.0760 -0.0157 2.9740
H 5.5870 -0.9914 2.7302
H 5.8743 1.8371 5.6155
H 7.1947 1.8503 4.3785
H 6.9873 0.4435 5.4568
O -2.1899 0.6420 -0.4039
S -1.2598 0.7089 0.6617
O -1.0357 -0.4839 1.3912
O 0.1348 1.2128 0.1851
C 0.4649 1.8852 -1.1076
C 1.9272 2.0099 -1.1232
C -1.5775 2.0686 1.7447
H -0.1425 2.7828 -1.0173
H 0.0089 1.2710 -1.8949
H 2.2354 2.5449 -2.0746
H 2.4877 1.1046 -1.0883
H 2.2101 2.7256 -0.3822
H -0.6772 2.2592 2.3071
H -2.5002 1.8124 2.2903
H -1.8537 2.9716 1.1742
O -4.9430 -2.2627 -3.2516
S -5.7360 -1.6533 -2.1889
O -5.0399 -1.1491 -1.0227
O -6.6793 -0.6056 -2.9943
C -7.2496 0.4677 -2.1396
C -8.0322 1.4296 -2.9181
C -7.0111 -2.6700 -1.6585
H -6.4571 1.0097 -1.5364
H -7.9139 0.0040 -1.3857
H -7.4464 2.0762 -3.5619
H -8.4834 2.1120 -2.1276
H -8.8046 0.9612 -3.4685
H -7.7115 -2.1105 -1.0612
H -6.5994 -3.6019 -1.2068
H -7.5085 -2.9800 -2.5072
N 1.5714 2.6474 3.4530
C 2.8861 2.6667 3.2323
C 3.8410 3.4234 3.9820
C 3.3571 4.3067 4.9400
C 1.9720 4.3892 5.1455
C 1.1903 3.5425 4.3620
H 3.2539 2.0251 2.4234
H 4.9049 3.2956 3.9620
H 3.9832 4.9260 5.5088
H 1.5037 4.9735 5.9767
H 0.1262 3.5582 4.4798
N -4.9868 -3.1125 1.2703
C -3.7268 -2.7186 1.4989
C -2.8255 -3.3659 2.2708
C -3.1870 -4.5898 2.8815
C -4.4690 -5.0062 2.6576
C -5.3575 -4.2184 1.8905
H -3.4700 -1.7962 0.9038
H -1.8807 -2.8909 2.4103
H -2.5453 -5.1995 3.4615
H -4.8799 -5.8882 3.1107
H -6.3832 -4.4959 1.7101
N -1.2335 0.2134 -6.3677
C -1.2774 -1.0212 -5.8643
C -1.6929 -1.3700 -4.6119
C -1.9584 -0.3057 -3.7553
C -1.7860 0.9637 -4.2169
C -1.4705 1.2191 -5.5532
H -1.0074 -1.7848 -6.5594
H -1.6687 -2.3992 -4.3554
H -2.3279 -0.5432 -2.7662
H -1.9510 1.8028 -3.5135
H -1.4680 2.2364 -5.8947
N -2.1529 1.3971 4.9995
C -1.1257 1.0368 5.7058
C -0.7679 -0.2609 6.0129
C -1.5634 -1.2684 5.5951
C -2.6546 -0.9566 4.8468
C -2.9010 0.3739 4.4855
H -0.5563 1.8992 6.0607
H 0.0971 -0.4897 6.6629
H -1.3976 -2.2945 5.8673
H -3.3852 -1.7138 4.5656
H -3.7008 0.5751 3.8198
*
```

Here are the Mulliken charges for atoms 1 to 99, given in e:
1. C -0.555
2. O -0.073
3. C -0.694
4. C -0.727
5. O 0.086
6. C -0.576
7. H 0.282
8. H -0.175
9. H 0.439
10. H 0.527
11. H 0.244
12. H 0.359
13. H 0.372
14. H -0.108
15. H 0.367
16. H 0.351
17. C -0.639
18. O 0.294
19. C -1.251
20. C -0.009
21. O -0.199
22. C -0.976
23. H 0.290
24. H -0.246
25. H 0.376
26. H 0.521
27. H 0.508
28. H -0.178
29. H 0.503
30. H 0.339
31. H 0.386
32. H 0.296
33. C -0.780
34. O 0.047
35. C 0.969
36. C -0.808
37. O -0.214
38. C -0.940
39. H 0.344
40. H 0.216
41. H 0.148
42. H 0.075
43. H -0.814
44. H 0.375
45. H 0.533
46. H 0.353
47. H 0.224
48. H 0.337
49. C -1.303
50. O 1.174
51. C 1.712
52. C -0.501
53. O -0.572
54. C 0.654
55. H 0.443
56. H 0.011
57. H 0.321
58. H -1.205
59. H -0.619
60. H 0.664
61. H -0.378
62. H 0.480
63. H -0.294
64. H -0.556
65. C -0.826
66. O -0.078
67. C -0.927
68. C 0.580
69. O -0.359
70. C 0.022
71. H 0.317
72. H 0.353
73. H 0.134
74. H 0.444
75. H 0.356
76. H -0.517
77. H 0.340
78. H 0.172
79. H 0.539
80. H -0.487
81. C -0.588
82. O -0.360
83. C -0.648
84. C 0.701
85. O -0.381
86. C 0.420
87. H 0.020
88. H 0.353
89. H 0.354
90. H 0.271
91. H 0.307
92. H 0.174
93. H -0.539
94. H -0.212
95. H -0.416
96. H 0.336
97. C -0.409
98. O -0.494
99. C 1.738


calculated total energy of number 2 (C54H106N4O20S2)?
-4640.89355 Ha


Among the records above, which one has the lowest calculated total energy?
C54H102N8O36P2


Which of these has the highest frontier orbital gap?
C54H106N4O20S2